{"formula": "C2H5N3", "method": "the ωB97M-V functional and the def2-TZVPD basis", "de_lowest_kcal_mol": 99.5, "e_lumo_ev": [0.2, 0.2], "orbital_gap_ev": [8.34, 8.34], "symbols": ["N", "C", "C", "N", "N", "H", "H", "H", "H", "H"], "xyz": [[0.76519, 1.13873, 0.05948], [-0.72041, 0.35102, 0.57218], [1.00153, -1.00787, -0.90713], [0.63185, -0.25646, 0.05729], [-1.74052, 0.28871, -0.18432], [1.06003, 1.37359, 1.01114], [-2.59804, 0.36082, 0.35298], [-0.68290, 0.38473, 1.65946], [1.71655, -0.63810, -1.63523], [0.56671, -1.99517, -0.98587]], "forces_ev_per_a": [[-0.23, -0.29, 0.11], [0.14, 0.03, -0.08], [-0.14, 0.34, 0.37], [-0.04, -0.11, -0.43], [0.17, -0.02, 0.06], [-0.01, -0.05, -0.06], [0.10, 0.01, 0.01], [0.02, 0.04, -0.08], [-0.01, 0.03, 0.07], [0.00, 0.02, 0.03]], "lowdin_charge": [0.06, -0.36, 0.06, -0.19, 0.05, 0.06, 0.03, 0.12, 0.09, 0.09]}